No. 1
The following is a quantum chemistry calculation of C39H59B2BrF21I3NO21P2 as an isolated structure in a non-equilibrium geometry, from OMol25.

CARTESIAN COORDINATES (ANGSTROEM)
C  -2.10  -6.21  -1.08
C  -0.62  -5.95  -1.29
O  -0.39  -5.49  -2.60
C  0.72  -4.62  -2.78
C  0.26  -3.29  -3.37
O  0.61  -2.16  -2.60
C  0.01  -2.17  -1.31
C  -0.30  -0.75  -0.78
C  -0.71  0.21  -1.91
I  -2.23  -0.67  -3.21
C  -1.05  1.67  -1.52
C  -2.39  2.24  -1.96
I  0.40  2.99  -2.46
O  0.95  -0.26  -0.33
B  0.90  0.24  1.06
B  1.93  -0.57  2.20
O  2.42  0.07  3.33
O  2.31  -1.89  2.05
C  2.57  -2.67  3.20
P  1.36  2.21  1.02
O  0.98  2.57  2.61
Br  3.64  2.07  1.02
O  -0.56  0.12  1.39
C  -1.14  -0.74  0.57
I  -1.10  -2.81  1.56
P  -2.98  -0.34  0.57
N  -3.31  1.12  1.02
H  -2.27  -7.17  -0.60
H  -2.61  -6.23  -2.04
H  -2.56  -5.43  -0.47
H  -0.28  -5.21  -0.56
H  -0.06  -6.87  -1.11
H  1.42  -5.11  -3.45
H  1.23  -4.47  -1.83
H  0.69  -3.13  -4.36
H  -0.81  -3.36  -3.50
H  0.73  -2.57  -0.61
H  -0.89  -2.78  -1.34
H  0.15  0.21  -2.57
H  -0.93  1.83  -0.45
H  -2.45  2.35  -3.03
H  -3.22  1.65  -1.58
H  -2.47  3.24  -1.54
H  1.74  0.58  3.78
H  3.55  -2.45  3.63
H  2.56  -3.72  2.91
H  1.83  -2.51  3.99
H  1.43  3.39  2.83
H  -3.48  -1.30  1.46
H  -3.46  -0.71  -0.69
H  -3.82  1.62  0.30
C  6.23  -4.42  5.38
C  6.11  -5.27  6.62
O  5.19  -4.68  7.57
C  3.91  -4.85  7.30
O  3.43  -5.47  6.40
C  3.06  -4.14  8.38
F  3.51  -2.91  8.62
F  3.11  -4.84  9.52
F  1.79  -4.06  7.99
H  6.52  -3.40  5.64
H  6.97  -4.83  4.70
H  5.28  -4.37  4.85
H  7.06  -5.33  7.15
H  5.79  -6.28  6.39
C  0.79  0.76  -6.37
C  -0.31  1.78  -6.22
O  -0.39  2.69  -7.35
C  -1.06  2.30  -8.41
O  -1.66  1.29  -8.59
C  -0.99  3.42  -9.48
F  0.25  3.89  -9.62
F  -1.79  4.45  -9.13
F  -1.41  2.97  -10.66
H  1.74  1.26  -6.54
H  0.86  0.21  -5.43
H  0.63  0.05  -7.18
H  -0.01  2.38  -5.36
H  -1.28  1.34  -6.03
C  -4.04  3.31  4.62
C  -4.66  3.41  3.24
O  -5.89  4.19  3.29
C  -5.77  5.49  3.32
O  -4.78  6.15  3.30
C  -7.18  6.13  3.35
F  -7.97  5.52  4.24
F  -7.76  6.02  2.14
F  -7.11  7.42  3.66
H  -4.76  2.90  5.32
H  -3.17  2.66  4.59
H  -3.74  4.29  4.99
H  -4.94  2.44  2.87
H  -3.97  3.85  2.53
C  9.86  -1.57  -0.59
C  9.98  -1.39  0.91
O  9.21  -2.37  1.63
C  9.75  -3.57  1.75
O  10.81  -3.95  1.36
C  8.78  -4.47  2.56
F  7.53  -4.35  2.11
F  8.81  -4.11  3.85
F  9.14  -5.74  2.48
H  8.81  -1.54  -0.88
H  10.39  -0.76  -1.10
H  10.28  -2.52  -0.91
H  9.57  -0.43  1.22
H  11.02  -1.44  1.24
C  -7.76  5.49  8.71
C  -7.83  4.19  9.49
O  -6.97  3.19  8.92
C  -5.69  3.27  9.23
O  -5.17  4.07  9.94
C  -4.92  2.13  8.53
F  -5.30  2.03  7.25
F  -5.18  0.97  9.14
F  -3.62  2.35  8.57
H  -8.00  5.32  7.66
H  -8.48  6.20  9.12
H  -6.77  5.93  8.77
H  -8.83  3.76  9.44
H  -7.58  4.33  10.54
C  -5.05  2.24  -10.36
C  -5.15  3.22  -9.20
O  -6.33  2.98  -8.40
C  -6.22  1.99  -7.54
O  -5.27  1.29  -7.37
C  -7.52  1.87  -6.71
F  -8.60  1.93  -7.49
F  -7.58  2.88  -5.83
F  -7.54  0.72  -6.04
H  -5.96  2.29  -10.97
H  -4.19  2.49  -10.98
H  -4.93  1.22  -10.00
H  -5.25  4.24  -9.56
H  -4.27  3.17  -8.57
C  4.39  -1.16  -1.59
C  4.41  0.26  -2.09
O  5.28  0.40  -3.25
C  4.78  0.06  -4.42
O  3.69  -0.35  -4.67
C  5.82  0.37  -5.52
F  7.03  -0.09  -5.18
F  5.91  1.69  -5.70
F  5.46  -0.19  -6.66
H  5.41  -1.51  -1.38
H  3.80  -1.21  -0.68
H  3.95  -1.83  -2.33
H  4.85  0.93  -1.34
H  3.42  0.63  -2.33

Summary:
Kohn-Sham gap, eV: 6.682
LUMO energy, eV: 1.89
Total charge: -1
E, a.u.: -9453.31392
Max |F|, eV Å⁻¹: 1.41

Results of the Mulliken charge analysis, in e, for atoms 1 through 8: -1.2111, 0.1999, -0.4338, -0.6904, -0.5660, 0.3381, -2.7085, 3.1099


No. 2
The following is a quantum chemistry calculation of a 3-piece molecular cluster, C39H59F22N2O2 overall in a non-equilibrium geometry, from OMol25.

CARTESIAN COORDINATES (ANGSTROEM)
C  7.70  -5.77  1.78
C  7.38  -5.83  0.22
O  6.53  -6.61  -0.23
O  8.09  -4.91  -0.61
C  7.20  -3.97  -1.24
C  6.46  -2.98  -0.19
C  7.00  -1.47  -0.25
C  5.83  -0.39  -0.32
N  6.37  1.04  -0.18
C  5.52  1.82  0.78
C  5.13  3.31  0.22
C  6.10  2.17  2.23
C  7.59  1.64  2.50
C  7.94  1.48  4.06
C  9.45  0.97  4.29
F  10.34  2.05  4.55
F  9.96  0.31  3.13
C  9.59  -0.03  5.52
F  10.86  -0.66  5.47
F  9.53  0.62  6.75
F  8.66  -1.09  5.48
C  4.12  1.05  0.64
C  2.84  1.55  1.46
C  1.62  0.56  1.19
C  0.18  1.25  1.30
F  0.35  2.45  2.05
F  -0.34  1.54  0.02
C  -0.84  0.36  2.20
F  -0.64  -1.03  2.02
F  -0.45  0.63  3.54
C  -2.37  0.82  2.09
F  -2.91  0.70  3.40
F  -2.47  2.21  1.79
C  -3.23  0.04  0.99
F  -2.44  -0.46  -0.09
F  -4.07  1.01  0.38
C  -4.05  -1.22  1.55
F  -4.19  -2.11  0.44
F  -3.33  -1.96  2.51
C  -5.56  -0.87  2.01
F  -5.66  0.39  2.65
F  -6.31  -0.70  0.81
C  -6.29  -2.05  2.81
F  -6.20  -3.28  2.14
F  -7.67  -1.71  2.82
C  -5.82  -2.25  4.33
F  -6.99  -2.30  5.12
F  -5.26  -3.55  4.43
F  -4.91  -1.32  4.80
C  4.64  -0.47  0.79
C  5.10  -1.00  2.23
C  4.58  -2.47  2.58
N  5.35  -3.25  3.31
H  8.45  -6.57  2.08
H  6.76  -5.82  2.43
H  8.20  -4.76  1.98
H  6.39  -4.50  -1.84
H  7.81  -3.37  -2.01
H  5.36  -3.01  -0.46
H  6.60  -3.33  0.89
H  7.65  -1.32  -1.19
H  7.66  -1.18  0.64
H  5.23  -0.32  -1.28
H  6.11  1.46  -1.10
H  7.39  1.17  -0.17
H  4.44  3.14  -0.67
H  4.53  3.86  1.02
H  6.08  3.86  -0.05
H  6.11  3.30  2.42
H  5.44  1.73  3.07
H  7.77  0.63  2.01
H  8.30  2.41  2.02
H  7.85  2.52  4.54
H  7.21  0.80  4.60
H  3.74  1.08  -0.45
H  2.65  2.63  1.16
H  3.11  1.44  2.57
H  1.81  0.07  0.17
H  1.73  -0.31  1.94
H  3.77  -1.09  0.39
H  6.24  -0.93  2.36
H  4.64  -0.28  3.00
H  3.60  -2.91  2.22
H  6.22  -2.72  3.55
C  -6.84  -0.35  -2.90
C  -5.52  -1.07  -2.66
C  -4.56  -1.00  -3.85
C  -5.07  -1.66  -5.13
C  -5.43  -3.14  -5.00
C  -4.24  -4.02  -4.62
H  -7.40  -0.81  -3.72
H  -7.47  -0.40  -2.01
H  -6.67  0.70  -3.14
H  -5.72  -2.11  -2.38
H  -5.03  -0.61  -1.79
H  -3.61  -1.45  -3.56
H  -4.35  0.05  -4.06
H  -4.30  -1.55  -5.90
H  -5.94  -1.12  -5.50
H  -5.82  -3.49  -5.97
H  -6.23  -3.28  -4.28
H  -3.43  -3.93  -5.36
H  -4.54  -5.07  -4.58
H  -3.84  -3.76  -3.64
C  -9.04  5.75  -5.34
C  -8.25  4.51  -4.94
C  -9.08  3.50  -4.14
C  -9.60  4.01  -2.79
C  -8.54  4.50  -1.82
C  -7.55  3.42  -1.40
H  -9.38  6.31  -4.47
H  -8.42  6.41  -5.94
H  -9.92  5.48  -5.94
H  -7.36  4.81  -4.38
H  -7.89  4.02  -5.85
H  -8.47  2.60  -3.98
H  -9.93  3.18  -4.75
H  -10.17  3.20  -2.32
H  -10.33  4.81  -2.96
H  -9.04  4.88  -0.92
H  -7.99  5.35  -2.25
H  -8.07  2.58  -0.93
H  -6.84  3.82  -0.68
H  -6.98  3.04  -2.25

Summary:
Kohn-Sham gap, eV: 8.624
LUMO energy, eV: -3.24
Total charge: +1
E, a.u.: -3978.02518
Max |F|, eV Å⁻¹: 4.62

Results of the Mulliken charge analysis, in e, for atoms 1 through 8: -0.7822, 0.7097, -0.5300, -0.3850, -0.5349, 0.2258, -0.7645, -1.0274


> Which of these has the lowest Kohn-Sham gap?

C39H59B2BrF21I3NO21P2


> The lowest total charge belongs to which entry?

C39H59B2BrF21I3NO21P2


> Among the records above, which one has the lowest LUMO energy?

C39H59F22N2O2